The following is a DFT calculation (the ωB97M-V functional and the def2-TZVPD basis) of one molecule with the formula C5H8N2 at a distorted geometry.

```
15
Properties=species:S:1:pos:R:3:forces:R:3
C 0.296609 0.373768 0.969500 0.4 -0.2 1.3
C -1.149639 0.057742 0.546327 1.8 1.1 1.0
C -1.422537 0.201162 -0.925396 -1.2 0.8 -1.1
C -0.279072 -0.471944 -1.711813 -2.5 1.0 0.0
C 0.862550 -0.764663 -1.171426 3.1 -0.5 1.6
H 1.563820 1.015473 2.196167 0.8 0.1 0.4
H -1.193108 -0.969610 0.942809 -0.9 0.3 -0.3
H -1.716760 0.795342 1.077091 -0.7 -0.2 0.7
H -2.387665 -0.316220 -1.104235 0.6 -0.2 -0.2
H -1.825461 1.310284 -1.218411 1.9 -2.3 0.5
H -0.493717 -0.887886 -2.647191 -0.3 -0.2 -1.4
H 1.758759 -1.315616 -1.632019 -1.9 0.8 0.4
H 2.245207 -0.398494 0.344071 -2.8 0.3 0.0
N 0.566846 1.024626 2.088012 -1.1 -1.4 -3.2
N 1.176219 -0.397434 0.168926 2.6 0.8 0.5
```
Positions in Å, forces in eV/Å.

Summary:
Highest occupied orbital energy in eV: -8.5
LUMO energy in eV: 0.80
Energy relative to the best compared isomer or geometry (same formula, charge and spin) in kJ/mol: 140.6
Charge: 0

Mulliken atomic charges, in units of e: atom 1 (C): 0.371, atom 2 (C): -0.625, atom 3 (C): -0.351, atom 4 (C): -0.499, atom 5 (C): -0.210, atom 6 (H): 0.214, atom 7 (H): 0.268, atom 8 (H): 0.339, atom 9 (H): 0.252, atom 10 (H): 0.228, atom 11 (H): 0.358, atom 12 (H): 0.275, atom 13 (H): 0.276, atom 14 (N): -0.692, atom 15 (N): -0.204

=====

The following is a DFT calculation (the ωB97M-V functional and the def2-TZVPD basis) of C39H69IrN5O3PSSi as an isolated structure at a distorted geometry.

```
120
Properties=species:S:1:pos:R:3:forces:R:3
Ir -0.155526 -0.194925 -0.020381 -2.6 1.2 -0.2
C 3.535719 -0.259163 -2.479029 -0.1 0.2 0.2
C 3.158852 -0.460220 -1.014405 0.5 -0.5 -0.1
C 4.382232 -0.275778 -0.124107 -0.2 0.1 0.0
C 2.569838 -1.854498 -0.836642 0.0 0.2 0.0
O 2.118781 0.481294 -0.608311 -0.4 -1.4 0.4
Si 2.084692 2.151325 -0.652495 -1.1 0.6 0.5
S -0.029991 2.229245 -0.253222 0.2 -1.3 0.5
O 2.950240 2.878101 0.480108 0.0 -0.1 -0.2
C 2.944542 3.665361 1.704520 0.2 0.2 0.2
C 2.995490 5.144389 1.341889 0.0 -0.2 -0.1
C 1.705088 3.415676 2.559683 0.0 -0.1 -0.3
C 4.215779 3.265943 2.442124 0.0 0.0 -0.1
O 2.449082 2.567006 -2.150370 0.2 0.0 -0.1
C 2.966726 3.665775 -2.941886 0.1 0.2 -0.2
C 1.845415 4.095216 -3.878538 0.0 -0.1 0.1
C 4.154811 3.131138 -3.732301 -0.1 0.0 0.1
C 3.398868 4.822182 -2.056376 -0.1 -0.2 0.0
H 4.155707 -1.092667 -2.808147 0.0 0.0 0.0
H 4.097862 0.661012 -2.606506 0.0 0.0 -0.1
H 2.643408 -0.207479 -3.105556 0.0 0.0 0.0
H 5.185251 -0.927031 -0.467631 0.0 0.0 0.0
H 4.152355 -0.512272 0.915294 0.1 0.0 -0.1
H 4.732576 0.756838 -0.177227 0.0 0.0 0.0
H 3.316484 -2.610964 -1.077452 0.0 0.0 0.0
H 1.717233 -1.980626 -1.510952 0.0 0.0 0.0
H 2.246828 -1.995019 0.199237 0.1 0.0 -0.1
H 2.129273 5.416131 0.737529 0.0 0.0 0.0
H 3.903498 5.386943 0.791150 0.0 0.0 0.0
H 2.969102 5.734732 2.257508 0.0 0.0 0.0
H 0.837476 3.910051 2.129950 -0.1 0.0 0.0
H 1.869645 3.822325 3.558578 0.0 0.0 0.0
H 1.480582 2.355482 2.642646 -0.1 0.1 0.0
H 5.080574 3.404055 1.792449 0.0 0.0 0.0
H 4.182280 2.220007 2.744534 0.0 0.0 0.0
H 4.346932 3.889487 3.326024 0.0 0.0 0.0
H 1.558333 3.270669 -4.532351 0.0 0.0 0.0
H 2.172724 4.932093 -4.494329 0.0 0.0 0.0
H 0.973342 4.407399 -3.301160 0.0 0.0 0.0
H 3.863314 2.261459 -4.321374 0.0 0.0 0.0
H 4.967400 2.852297 -3.059006 0.0 0.0 0.0
H 4.519946 3.900555 -4.411789 0.0 0.0 0.0
H 2.536888 5.255851 -1.548730 0.0 0.0 0.0
H 3.864692 5.596383 -2.664614 0.0 0.0 0.0
H 4.115460 4.480385 -1.310345 0.0 0.0 0.0
C -0.942587 -1.022188 -3.746496 0.1 -0.1 0.2
C -1.240339 0.148221 -2.808371 -0.1 0.2 -0.6
C -0.720718 1.451192 -3.411984 0.1 -0.1 0.2
C -2.709194 0.243465 -2.443815 0.0 0.1 0.5
C -3.571581 0.467195 -3.506656 0.0 0.0 0.0
C -4.932352 0.587499 -3.313155 0.0 0.0 0.0
C -5.438278 0.408222 -2.043684 0.0 0.0 -0.1
C -4.631471 0.169907 -0.931559 0.1 -0.3 0.2
C -5.466196 -0.136945 0.326003 0.1 0.3 0.3
C -4.963810 -1.209358 1.299236 -0.2 0.0 -0.3
C -5.922110 1.133240 1.070277 0.0 -0.1 0.0
C -3.222999 0.179049 -1.123457 -0.2 0.0 -0.9
N -2.320687 0.109275 -0.033669 2.1 -0.2 0.7
C -2.545875 0.726910 1.099022 -0.3 0.2 0.1
C -1.696947 0.576543 2.187634 -0.3 0.3 0.6
C -1.807021 1.082810 3.491277 0.0 0.0 -0.2
C -0.692379 0.633952 4.175797 0.2 -0.2 -0.2
C 0.087379 -0.129097 3.277272 0.3 0.0 0.3
N -0.541434 -0.184069 2.090522 0.5 0.2 -1.9
C 1.426600 -0.770279 3.577250 0.2 0.0 -0.2
C 1.528690 -2.170465 2.961706 -0.1 0.2 0.1
C 2.538716 0.107094 2.976849 -0.2 -0.2 0.1
C 1.654453 -0.879903 5.086585 -0.1 0.0 -0.1
H 0.106739 -1.009873 -4.045744 0.0 0.0 0.0
H -1.545576 -0.948007 -4.648705 0.0 0.0 0.0
H -1.158032 -1.984780 -3.276002 0.0 0.0 -0.1
H -0.659814 -0.062804 -1.872342 0.4 0.0 0.0
H -1.115364 1.587970 -4.419408 0.0 -0.1 0.0
H 0.369413 1.439528 -3.468206 0.0 0.0 0.0
H -1.021043 2.303230 -2.810873 0.0 0.1 0.0
H -3.170762 0.568900 -4.506085 0.0 0.0 0.0
H -5.590476 0.777489 -4.149673 0.0 0.0 0.0
H -6.512196 0.432427 -1.904472 0.0 0.0 0.0
H -6.378940 -0.570402 -0.086276 0.0 0.1 0.0
H -3.985722 -1.006317 1.722422 0.1 0.0 0.1
H -4.946775 -2.173249 0.786618 0.0 0.0 0.0
H -5.671557 -1.291255 2.125201 0.0 0.0 0.0
H -5.200375 1.468810 1.815814 0.0 0.0 0.0
H -6.854025 0.930204 1.598451 0.0 0.0 0.0
H -6.101806 1.949223 0.371529 0.0 0.0 0.0
H -3.396585 1.390326 1.205888 -0.1 -0.2 -0.1
H -2.611330 1.694559 3.869729 0.0 0.0 0.0
H -0.445313 0.819753 5.207079 0.0 0.0 0.0
H 1.282620 -2.132312 1.897433 0.0 -0.1 0.1
H 0.858534 -2.858060 3.484057 0.0 -0.1 0.0
H 2.544767 -2.549897 3.072503 0.0 0.0 0.0
H 2.360107 0.295666 1.915243 0.0 0.1 0.1
H 3.504113 -0.390378 3.091305 0.0 0.0 0.0
H 2.580021 1.056828 3.505750 0.1 -0.1 0.0
H 0.859125 -1.445303 5.575229 0.0 0.0 0.0
H 1.714038 0.104432 5.550317 0.0 0.0 0.0
H 2.600793 -1.389573 5.270676 0.0 0.0 0.0
C -1.089241 -5.647457 1.104908 0.1 -0.1 -0.1
N -2.078328 -4.587580 1.605329 0.0 -0.1 0.0
C -3.338097 -4.669119 0.739171 -0.2 0.0 -0.1
N -3.005064 -4.511608 -0.630714 0.0 -0.1 -0.1
C -2.069987 -5.551672 -1.051721 0.0 0.0 0.1
N -0.832792 -5.478191 -0.280145 0.0 -0.1 0.0
C -0.038186 -4.297441 -0.588862 0.2 0.4 -0.1
P -0.944893 -2.711493 -0.181824 0.1 0.2 0.7
C -1.488696 -3.219378 1.537692 0.2 0.5 -0.2
C -2.563264 -3.171751 -1.000125 0.1 0.3 -0.2
H -1.546705 -6.619183 1.293041 -0.1 0.0 0.0
H -0.174116 -5.553316 1.689392 -0.1 0.1 0.1
H -2.321487 -4.796341 2.575493 0.0 0.0 0.0
H -4.015770 -3.888082 1.077620 0.1 0.0 0.1
H -3.787528 -5.646787 0.914961 0.1 0.0 0.0
H -1.850827 -5.441833 -2.112181 0.0 0.0 0.0
H -2.529191 -6.528574 -0.893590 0.0 0.0 0.0
H 0.204212 -4.301875 -1.653195 0.0 0.0 0.0
H 0.904394 -4.331110 -0.038191 0.0 0.0 0.0
H -2.222102 -2.490519 1.890050 0.0 -0.1 0.0
H -0.632188 -3.172523 2.203127 0.0 0.0 0.0
H -2.453110 -3.133133 -2.084686 0.0 0.0 0.0
H -3.321218 -2.436544 -0.727621 0.0 0.0 0.0
```
Positions in Å, forces in eV/Å.

Summary:
Highest occupied orbital energy in eV: -12.6
LUMO energy in eV: -6.19
Energy relative to the best compared isomer or geometry (same formula, charge and spin) in kJ/mol: 0.0
Charge: +2

Here are the Mulliken charges for atoms 1 to 99, given in e: atom 1 (Ir): 2.128, atom 2 (C): -1.573, atom 3 (C): 1.345, atom 4 (C): -1.331, atom 5 (C): -1.445, atom 6 (O): 0.649, atom 7 (Si): -0.456, atom 8 (S): -0.711, atom 9 (O): 0.422, atom 10 (C): 1.908, atom 11 (C): -1.960, atom 12 (C): -1.867, atom 13 (C): -1.641, atom 14 (O): 0.636, atom 15 (C): 1.643, atom 16 (C): -1.647, atom 17 (C): -1.771, atom 18 (C): -1.455, atom 19 (H): 0.552, atom 20 (H): 0.231, atom 21 (H): 0.132, atom 22 (H): 0.464, atom 23 (H): 0.171, atom 24 (H): 0.303, atom 25 (H): 0.733, atom 26 (H): 0.237, atom 27 (H): -0.232, atom 28 (H): 0.347, atom 29 (H): 0.381, atom 30 (H): 0.490, atom 31 (H): 0.419, atom 32 (H): 0.503, atom 33 (H): 0.365, atom 34 (H): 0.338, atom 35 (H): 0.266, atom 36 (H): 0.481, atom 37 (H): 0.336, atom 38 (H): 0.455, atom 39 (H): 0.352, atom 40 (H): 0.321, atom 41 (H): 0.337, atom 42 (H): 0.522, atom 43 (H): 0.336, atom 44 (H): 0.537, atom 45 (H): 0.208, atom 46 (C): -1.494, atom 47 (C): 3.602, atom 48 (C): -1.827, atom 49 (C): 0.267, atom 50 (C): -0.744, atom 51 (C): -1.442, atom 52 (C): -1.131, atom 53 (C): 0.765, atom 54 (C): -0.338, atom 55 (C): -1.042, atom 56 (C): -1.537, atom 57 (C): 0.052, atom 58 (N): 1.218, atom 59 (C): -1.288, atom 60 (C): 0.569, atom 61 (C): -1.634, atom 62 (C): -1.086, atom 63 (C): -1.366, atom 64 (N): 1.181, atom 65 (C): 2.892, atom 66 (C): -1.213, atom 67 (C): -2.156, atom 68 (C): -2.304, atom 69 (H): 0.362, atom 70 (H): 0.397, atom 71 (H): 0.245, atom 72 (H): -2.538, atom 73 (H): 0.654, atom 74 (H): -0.013, atom 75 (H): 0.406, atom 76 (H): 0.478, atom 77 (H): 0.441, atom 78 (H): 0.508, atom 79 (H): 0.911, atom 80 (H): 0.084, atom 81 (H): 0.119, atom 82 (H): 0.542, atom 83 (H): 0.377, atom 84 (H): 0.429, atom 85 (H): 0.382, atom 86 (H): 0.613, atom 87 (H): 0.656, atom 88 (H): 0.604, atom 89 (H): -0.364, atom 90 (H): 0.423, atom 91 (H): 0.615, atom 92 (H): 0.351, atom 93 (H): 1.018, atom 94 (H): 0.394, atom 95 (H): 0.439, atom 96 (H): 0.474, atom 97 (H): 0.446, atom 98 (C): -0.801, atom 99 (N): 0.242

=====

The following is a DFT calculation (the ωB97M-V functional and the def2-TZVPD basis) of C5H8OS2 as an isolated structure at a distorted geometry.

```
16
Properties=species:S:1:pos:R:3:forces:R:3
C -1.246335 0.739545 -1.420843 -0.7 -0.9 0.9
C -0.723827 1.384479 0.951649 2.6 -0.5 0.4
C -0.288187 0.261586 1.610644 -1.5 0.3 0.1
C 0.026595 -0.938395 0.794292 1.9 1.2 -1.7
C 1.000881 -0.815262 -0.497187 1.0 1.1 1.7
H -1.127414 -0.470274 -0.847771 -1.3 3.8 -2.6
H -0.585460 0.809532 -2.534262 -2.3 -0.1 3.6
H -2.722398 1.205998 -1.525594 4.7 -1.5 0.2
H -0.771206 2.325363 1.494064 -0.8 -0.1 -0.1
H -0.494317 0.049706 2.760781 0.6 0.8 -2.7
H 0.990336 -1.634285 -1.234623 -0.5 0.3 0.7
H 0.872199 0.200314 -0.971963 0.3 -1.5 0.5
H 3.357709 -1.836676 0.512566 -1.5 1.5 -0.7
O -0.512082 1.618199 -0.412169 -1.9 -1.1 -1.1
S -0.564806 -2.332803 1.206753 -0.7 -2.2 0.5
S 2.788311 -0.567027 0.113664 0.1 -1.3 0.3
```
Positions in Å, forces in eV/Å.

Summary:
Highest occupied orbital energy in eV: -8.7
LUMO energy in eV: -0.74
Energy relative to the best compared isomer or geometry (same formula, charge and spin) in kJ/mol: 622.4
Charge: 0

Mulliken atomic charges, in units of e: atom 1 (C): -0.595, atom 2 (C): -0.135, atom 3 (C): -0.280, atom 4 (C): 0.097, atom 5 (C): -0.436, atom 6 (H): 0.325, atom 7 (H): 0.221, atom 8 (H): 0.264, atom 9 (H): 0.382, atom 10 (H): 0.266, atom 11 (H): 0.420, atom 12 (H): 0.144, atom 13 (H): 0.153, atom 14 (O): -0.347, atom 15 (S): -0.224, atom 16 (S): -0.255